# C3H4GdO2

A molecular structure, C3H4GdO2 in a non-equilibrium geometry (ωB97M-V/def2-TZVPD, the OMol25 dataset).

```
! wB97M-V def2-TZVPD RIJCOSX def2/J DEFGRID3
* xyz 3 8
C -0.8107 -0.1208 -0.1074
C -1.2125 1.1027 -0.5412
H -1.9664 1.6709 0.0041
H -0.8898 1.4298 -1.5298
C 0.6728 -0.1438 -0.3236
O 1.4223 -0.7153 0.4807
Gd 3.7050 -1.4763 0.8862
H 1.0244 0.1158 -1.3339
O -1.3106 -0.6738 1.0020
H -0.6345 -1.1891 1.4629
*
```

HOMO-LUMO gap (alpha / beta) (eV): 10.07 / 5.03
HOMO level (alpha / beta) (eV): -24.38 / -21.80
⟨S²⟩: 16.7818

These are the Löwdin partial charges, in e, on atoms 1 to 8: number 1, C, carries -0.146; number 2, C, carries 0.395; number 3, H, carries 0.172; number 4, H, carries 0.158; number 5, C, carries -0.058; number 6, O, carries -0.234; number 7, Gd, carries 2.057; number 8, H, carries 0.182

***

# C5H9AlClZn

A molecular structure, C5H9AlClZn in a non-equilibrium geometry (ωB97M-V/def2-TZVPD, the OMol25 dataset).

```
! wB97M-V def2-TZVPD RIJCOSX def2/J DEFGRID3
* xyz 1 1
C 3.2756 -0.9596 0.1988
C 2.4008 -0.1405 -0.1292
Al 0.8932 0.9929 -0.5771
C -0.5035 0.3547 0.9195
C -1.8941 0.4846 0.3402
C -2.2840 -0.5468 -0.6921
Cl -2.8633 0.2884 1.8439
H 3.7630 -1.8344 0.5311
H 0.3798 0.6890 -2.0405
H 1.2110 2.5099 -0.1774
H -0.2680 -0.6694 1.2108
H -0.3143 1.0139 1.7658
H -2.0910 1.4927 -0.0154
H -1.7675 -0.3468 -1.6299
H -2.0181 -1.5473 -0.3464
H -3.3580 -0.5246 -0.8632
Zn 5.4386 -1.2569 -0.3388
*
```

HOMO-LUMO gap (eV): 3.35
HOMO level (eV): -12.04

These are the natural (NBO) partial charges, in e, on atoms 1 to 8: number 1, C, carries -0.520; number 2, C, carries -0.201; number 3, Al, carries 1.038; number 4, C, carries -0.537; number 5, C, carries -0.222; number 6, C, carries -0.636; number 7, Cl, carries 0.072; number 8, H, carries 0.230

***

# C3H2N4

C3H2N4 in the gas phase in a non-equilibrium geometry (ωB97M-V/def2-TZVPD, the OMol25 dataset).

```
! wB97M-V def2-TZVPD RIJCOSX def2/J DEFGRID3
* xyz 0 1
C -1.7843 -0.3498 -0.1623
C -0.3448 -0.1423 -0.2266
C 0.2908 1.0632 -0.1751
H 0.0251 2.2034 0.0184
H 2.4432 1.1487 0.6101
N -2.9954 0.1202 0.2426
N 1.6283 0.7330 0.0452
N 1.9096 -0.6874 0.0784
N 0.6806 -1.1343 0.0274
*
```

HOMO-LUMO gap (eV): 9.95
HOMO level (eV): -10.11

These are the natural (NBO) partial charges, in e, on atoms 1 to 8: number 1, C, carries 0.259; number 2, C, carries -0.124; number 3, C, carries 0.013; number 4, H, carries 0.271; number 5, H, carries 0.440; number 6, N, carries -0.259; number 7, N, carries -0.423; number 8, N, carries 0.002

***

# C22H30N2OS

C22H30N2OS in the gas phase (ωB97M-V/def2-TZVPD, the OMol25 dataset).

```
! wB97M-V def2-TZVPD RIJCOSX def2/J DEFGRID3
* xyz 0 1
C -5.9974 -1.7989 -1.3242
H -6.7080 -1.4986 -0.5597
H -6.2111 -2.8130 -1.6475
H -6.0262 -1.1273 -2.1773
S -4.3216 -1.8525 -0.6273
C -4.0332 -0.1985 -0.0753
C -2.8150 0.0268 0.5573
C -2.4759 1.2882 1.0170
C -3.3791 2.3316 0.8488
C -4.5947 2.1060 0.2298
C -4.9296 0.8479 -0.2395
H -5.8812 0.7009 -0.7242
H -5.2941 2.9196 0.1042
H -3.1318 3.3210 1.2050
C -1.1385 1.5157 1.6687
N -0.0550 1.2860 0.7266
C -0.1496 2.1725 -0.4236
C 1.1865 2.1966 -1.1907
N 2.0035 1.0197 -1.0058
C 1.6616 -0.1526 -1.7882
H 1.4095 0.2106 -2.7882
C 0.5158 -1.0600 -1.2805
C 0.9941 -2.1328 -0.3444
C 1.8297 -3.1441 -0.8071
C 2.2912 -4.1286 0.0476
C 1.9191 -4.1223 1.3813
C 1.0804 -3.1264 1.8514
C 0.6226 -2.1414 0.9946
H -0.0220 -1.3597 1.3669
H 0.7816 -3.1176 2.8901
H 2.2785 -4.8912 2.0493
H 2.9409 -4.9059 -0.3284
H 2.1173 -3.1623 -1.8493
H -0.2338 -0.4468 -0.7857
H 0.0583 -1.5367 -2.1507
H 2.5700 -0.7594 -1.8772
C 2.3289 0.7987 0.4015
C 1.2543 1.3835 1.3421
H 1.2492 0.8116 2.2725
H 1.5018 2.4305 1.5948
C 3.7027 1.4020 0.7416
H 3.9292 1.1850 1.7866
H 3.6766 2.4860 0.6132
C 4.8130 0.8404 -0.1486
O 4.7599 1.3508 -1.4550
H 3.8256 1.3181 -1.7204
H 4.7485 -0.2597 -0.1609
H 5.7935 1.1198 0.2478
H 2.3858 -0.2808 0.5622
H 1.7811 3.0500 -0.8476
H 0.9984 2.3356 -2.2572
H -0.9596 1.8101 -1.0634
H -0.4032 3.2030 -0.1154
H -1.1013 2.5400 2.0838
H -1.0127 0.8105 2.4970
H -2.1345 -0.8013 0.6814
*
```

HOMO-LUMO gap (eV): 8.90
HOMO level (eV): -8.16

These are the natural (NBO) partial charges, in e, on atoms 1 to 8: number 1, C, carries -0.743; number 2, H, carries 0.220; number 3, H, carries 0.238; number 4, H, carries 0.218; number 5, S, carries 0.257; number 6, C, carries -0.167; number 7, C, carries -0.179; number 8, C, carries -0.023

***

# C31H23N7O4PSV

A molecular structure, C31H23N7O4PSV in a non-equilibrium geometry (ωB97M-V/def2-TZVPD, the OMol25 dataset).

```
! wB97M-V def2-TZVPD RIJCOSX def2/J DEFGRID3
* xyz 1 2
V 0.4172 1.4015 -0.1485
N -1.0858 1.6675 7.6273
C -0.5865 1.5511 6.4019
C -1.4938 1.2637 5.3519
C -1.0445 1.0487 4.0835
C 0.3220 1.0087 3.8611
C 1.2418 1.3189 4.8715
C 0.7990 1.5996 6.1205
S 0.9910 0.5546 2.3676
O -0.0662 0.0859 1.3713
O 2.0279 -0.3874 2.6101
N 1.5190 1.7893 1.4534
C 2.7818 1.5418 0.9741
N 3.8071 2.0513 1.5035
C 4.9846 1.7812 0.8376
C 5.0734 0.9305 -0.2252
C 3.8445 0.4048 -0.6875
N 2.7163 0.7424 -0.0975
H -2.0858 1.6876 7.8076
H -0.6364 2.0376 8.4701
H -2.5633 1.1338 5.5101
H -1.6592 0.8591 3.1890
H 2.2716 1.4176 4.7553
H 1.6192 1.6809 6.8136
H 5.8364 2.2948 1.2377
H 6.0088 0.6783 -0.6298
H 3.6932 -0.3567 -1.4720
O 1.6442 3.0150 -3.6397
C 1.2709 2.0526 -3.0642
O 0.7467 2.0860 -1.7245
C 1.1571 0.6731 -3.6000
C 2.0008 0.4812 -4.7069
C 2.1277 -0.7603 -5.3680
C 1.3914 -1.8103 -4.8258
C 0.6987 -1.6831 -3.6480
C 0.5411 -0.4401 -3.0654
P -0.4731 -0.4104 -1.5486
C -2.1476 -0.1008 -2.0891
C -3.2405 -0.6709 -1.4225
C -4.5009 -0.2797 -1.6882
C -4.6965 0.5848 -2.7411
C -3.6922 1.1941 -3.4548
C -2.4111 0.8419 -3.1466
C -0.2952 -2.1303 -1.0313
C -1.2587 -3.1389 -1.2844
C -1.0036 -4.4664 -0.9020
C 0.1673 -4.7884 -0.2134
C 1.1166 -3.8403 -0.0111
C 0.9142 -2.5162 -0.3232
H 2.5606 1.3241 -5.1479
H 2.7919 -0.8630 -6.1844
H 1.5681 -2.7284 -5.2552
H 0.2023 -2.5770 -3.2888
H -2.9557 -1.3019 -0.5797
H -5.3170 -0.8573 -1.1617
H -5.6705 0.8020 -3.0311
H -3.8710 1.7754 -4.3232
H -1.6026 1.0395 -3.7970
H -2.1438 -2.8849 -1.7388
H -1.7580 -5.2283 -1.2012
H 0.2062 -5.7745 0.1357
H 2.0117 -4.0086 0.5230
H 1.6415 -1.7957 -0.0693
N -4.8480 0.0219 1.6803
C -4.2390 0.9367 1.2959
N -3.6114 2.0562 0.9913
C -2.4439 2.1027 0.5065
N -1.3116 2.2811 0.1867
*
```

HOMO-LUMO gap (alpha / beta) (eV): 6.30 / 6.96
HOMO level (alpha / beta) (eV): -10.96 / -10.97
⟨S²⟩: 0.7713

These are the natural (NBO) partial charges, in e, on atoms 1 to 8: number 1, V, carries 1.231; number 2, N, carries -0.754; number 3, C, carries 0.246; number 4, C, carries -0.272; number 5, C, carries -0.117; number 6, C, carries -0.473; number 7, C, carries -0.102; number 8, C, carries -0.278

***

# BrH14O7

8 unconnected molecules or ions with the total composition BrH14O7 (ωB97M-V/def2-TZVPD, the OMol25 dataset).

```
! wB97M-V def2-TZVPD RIJCOSX def2/J DEFGRID3
* xyz -1 1
Br 0.3378 0.3727 -0.5071
O -2.7897 -1.9774 2.7362
H -3.5145 -2.4733 2.3555
H -2.4770 -1.4225 2.0216
O 0.7934 -4.6157 -0.1882
H 0.6285 -3.6732 -0.1618
H 0.3060 -4.9657 0.5576
O -1.9211 3.0278 -3.3472
H -1.9536 3.9647 -3.1537
H -1.3643 2.6602 -2.6608
O 1.0712 -2.2245 3.3716
H 1.9559 -2.5326 3.5681
H 1.1320 -1.8701 2.4845
O 0.3251 4.8286 -0.2168
H 0.1826 3.8942 -0.0655
H 1.0070 5.0718 0.4093
O 3.8577 1.3949 2.5903
H 3.2602 1.0324 1.9363
H 3.3321 1.4558 3.3880
O -1.7425 -0.4923 -5.0982
H -1.0291 -0.5840 -5.7298
H -1.3975 -0.8716 -4.2899
*
```

HOMO-LUMO gap (eV): 7.70
HOMO level (eV): -4.70

These are the natural (NBO) partial charges, in e, on atoms 1 to 8: number 1, Br, carries -0.996; number 2, O, carries -0.942; number 3, H, carries 0.458; number 4, H, carries 0.483; number 5, O, carries -0.949; number 6, H, carries 0.485; number 7, H, carries 0.464; number 8, O, carries -0.947

***

# C56H90IN3O29

8 unconnected molecules or ions with the total composition C56H90IN3O29 in a non-equilibrium geometry (ωB97M-V/def2-TZVPD, the OMol25 dataset).

```
! wB97M-V def2-TZVPD RIJCOSX def2/J DEFGRID3
* xyz 0 1
C 1.8248 5.8358 5.8022
C 1.6263 6.7371 4.4094
C 2.0733 5.7480 3.1735
C 2.5651 6.5380 1.8141
C 2.3263 5.6765 0.4353
C 2.9461 4.1458 0.4817
C 4.4403 4.0842 -0.1864
C 5.0935 2.5883 -0.3115
C 4.2626 1.3918 0.4367
C 4.6627 1.3610 2.0446
C 3.5760 0.5797 2.9915
C 3.7114 -1.0737 2.9531
C 2.2359 -1.8091 2.8242
C 1.1666 -1.3543 4.0039
C -0.3401 -1.4575 3.2852
C -1.5556 -1.6966 4.3604
C -2.8445 -0.7270 4.0116
C -3.2840 -0.7272 2.4292
C -4.4939 0.3906 2.1457
O -5.5789 0.3235 3.1387
C -6.8981 0.5716 2.5358
I -7.9598 2.0334 3.8389
N -7.7590 -0.6956 2.5788
C -8.7696 -0.4744 1.6461
O -9.6017 -0.6127 0.5849
C -3.7643 1.8864 2.2658
C -4.0047 2.6736 0.8421
O -2.8131 2.7008 -0.0395
C -2.8175 1.5752 -0.9889
C -3.7753 1.4591 -2.3357
O -1.9451 0.5694 -0.7275
O -4.4989 2.6164 3.3105
C -3.5890 3.3168 4.2319
C -3.2632 4.8252 3.6649
O -2.2165 4.7505 2.5923
N -2.3552 5.9542 1.9551
O -1.5458 6.0580 1.0466
O -4.3000 3.5098 5.5395
C -3.2872 3.8052 6.6044
N -2.4481 3.9116 7.5872
H 0.8794 5.8754 6.4922
H 1.9997 4.6833 5.5522
H 2.7461 6.2270 6.4181
H 0.4838 6.9738 4.3115
H 2.3216 7.6801 4.4528
H 1.2332 4.9317 2.9489
H 3.0094 5.1221 3.5698
H 1.8951 7.5205 1.7325
H 3.6819 6.9429 1.9239
H 1.1956 5.6790 0.0599
H 2.9280 6.2459 -0.4192
H 2.2217 3.4867 -0.1966
H 2.9333 3.6508 1.5419
H 5.1589 4.8071 0.4116
H 4.3538 4.5415 -1.2827
H 6.1567 2.6426 0.2293
H 5.3190 2.2871 -1.4212
H 4.6859 0.3670 -0.0057
H 3.1111 1.3741 0.2307
H 5.6891 0.7565 2.1203
H 4.9350 2.4562 2.4272
H 2.4584 0.8955 2.8321
H 3.8386 0.8844 4.1155
H 4.2913 -1.4975 3.9069
H 4.3373 -1.4359 2.0079
H 2.3903 -2.9833 2.9718
H 1.7586 -1.7063 1.7358
H 1.1994 -2.0462 4.9513
H 1.2727 -0.2372 4.3393
H -0.4989 -0.4219 2.7347
H -0.2235 -2.3385 2.4886
H -1.2182 -1.5701 5.4973
H -1.9282 -2.8011 4.2571
H -2.6260 0.3851 4.3712
H -3.7817 -1.1436 4.6166
H -2.4108 -0.4178 1.6856
H -3.6844 -1.7738 2.0683
H -4.8407 0.2519 1.0291
H -6.8703 1.0093 1.4502
H -2.6052 1.8211 2.4268
H -4.8960 2.2681 0.1996
H -4.2596 3.8150 1.0679
H -3.8848 2.5241 -2.8252
H -3.2768 0.7299 -3.1120
H -4.8251 1.0317 -1.9612
H -2.6180 2.7051 4.4919
H -4.2380 5.2322 3.1182
H -2.8412 5.5614 4.4748
C -7.1868 -3.3049 6.5697
C -6.3313 -3.2238 7.8166
C -5.5077 -1.9744 7.9060
O -4.4234 -2.3849 8.7206
C -4.2790 -3.7303 8.5210
O -3.3333 -4.3895 8.9136
O -5.3375 -4.2365 7.8170
H -7.6135 -4.3082 6.4623
H -8.0032 -2.5764 6.6044
H -6.5936 -3.1201 5.6672
H -6.9528 -3.3648 8.7092
H -6.0513 -1.1471 8.3725
H -5.1093 -1.6427 6.9416
C -5.5401 8.8192 -0.7818
C -5.7566 7.3361 -0.9977
C -4.5717 6.4919 -0.6358
O -4.7532 5.3498 -1.4545
C -5.4521 5.7696 -2.5526
O -5.6296 5.1020 -3.5556
O -5.9218 7.0426 -2.3760
H -6.3535 9.3954 -1.2365
H -5.4920 9.0589 0.2853
H -4.6133 9.1597 -1.2571
H -6.6632 7.0081 -0.4749
H -4.5638 6.2130 0.4223
H -3.6118 6.9521 -0.8921
C 3.1505 -4.2112 -1.1393
C 3.3641 -2.7361 -1.4067
C 3.4355 -2.3885 -2.8633
O 4.2142 -1.2048 -2.8536
C 5.0152 -1.2792 -1.7474
O 5.9453 -0.5280 -1.5159
O 4.6348 -2.3140 -0.9370
H 3.2972 -4.4333 -0.0765
H 2.1412 -4.5215 -1.4282
H 3.8736 -4.8243 -1.6887
H 2.6016 -2.1448 -0.8854
H 2.4489 -2.1999 -3.2975
H 3.9552 -3.1394 -3.4675
C 0.6926 -3.5457 -7.6252
C 0.3703 -4.1837 -6.2902
C -1.0310 -3.9314 -5.8207
O -0.9036 -4.0462 -4.4142
C 0.3860 -3.7032 -4.1145
O 0.8054 -3.5088 -2.9878
O 1.1419 -3.6028 -5.2506
H 1.7685 -3.5981 -7.8251
H 0.1579 -4.0452 -8.4395
H 0.4252 -2.4831 -7.6336
H 0.6015 -5.2554 -6.3195
H -1.7411 -4.6689 -6.2071
H -1.3964 -2.9259 -6.0539
C 8.1405 -0.1950 -3.3175
C 8.9247 -0.3560 -4.6029
C 9.5849 0.9057 -5.0719
O 9.6867 0.6921 -6.4689
C 8.6627 -0.1496 -6.8059
O 8.3260 -0.4056 -7.9479
O 8.0634 -0.6627 -5.6880
H 7.5301 -1.0847 -3.1270
H 8.8094 -0.0373 -2.4654
H 7.4475 0.6517 -3.3773
H 9.6442 -1.1779 -4.5044
H 10.5750 1.0498 -4.6287
H 8.9823 1.8041 -4.9024
C -2.3868 -5.6119 -0.6374
C -1.5313 -5.5309 0.6095
C -0.7077 -4.2814 0.6989
O 0.3766 -4.6919 1.5135
C 0.5210 -6.0373 1.3139
O 1.4667 -6.6966 1.7065
O -0.5375 -6.5436 0.6098
H -2.8135 -6.6153 -0.7448
H -3.2032 -4.8834 -0.6027
H -1.7936 -5.4271 -1.5400
H -2.1528 -5.6718 1.5021
H -1.2513 -3.4541 1.1653
H -0.3093 -3.9497 -0.2656
C 3.8324 -7.3515 -8.7993
C 2.4228 -7.2760 -9.3474
C 2.3524 -7.3086 -10.8446
O 1.1347 -6.6323 -11.1045
C 0.9405 -5.7723 -10.0589
O 0.0935 -4.8977 -10.0316
O 1.8284 -6.0227 -9.0484
H 3.8384 -7.1324 -7.7258
H 4.2642 -8.3447 -8.9588
H 4.4840 -6.6086 -9.2728
H 1.8007 -8.0577 -8.8949
H 2.3213 -8.3285 -11.2401
H 3.1640 -6.7596 -11.3331
*
```

HOMO-LUMO gap (eV): 8.69
HOMO level (eV): -9.93

These are the Löwdin partial charges, in e, on atoms 1 to 8: number 1, C, carries -0.153; number 2, C, carries -0.246; number 3, C, carries -0.253; number 4, C, carries -0.222; number 5, C, carries -0.214; number 6, C, carries -0.221; number 7, C, carries -0.217; number 8, C, carries -0.206

***

# C36H27BrClInN4O6S6

A molecular structure, C36H27BrClInN4O6S6 (ωB97M-V/def2-TZVPD, the OMol25 dataset).

```
! wB97M-V def2-TZVPD RIJCOSX def2/J DEFGRID3
* xyz -2 1
In -0.7736 0.9809 -0.1628
O 0.2373 -2.4705 -2.9127
C -0.5328 -3.4447 -2.4108
C -0.5828 -4.6784 -3.0645
C -1.3680 -5.7053 -2.5688
C -2.1323 -5.5198 -1.4251
C -2.0913 -4.2918 -0.7784
C -1.2926 -3.2587 -1.2427
C -1.2266 -1.9418 -0.4876
O -0.9298 -0.8827 -1.2902
N -0.1699 -2.1056 0.5405
N 0.3018 -1.0499 1.1537
C 1.0142 -1.2604 2.2077
C 1.6571 -0.3433 3.1173
Br 2.1388 1.4128 2.5812
C 2.0485 -0.6868 4.3586
C 1.6894 -1.8969 5.0937
C 2.5838 -2.4105 6.0418
C 2.2842 -3.5510 6.7666
C 1.0716 -4.2008 6.5795
C 0.1557 -3.6790 5.6758
C 0.4522 -2.5385 4.9476
H -0.0003 -1.6480 -2.3836
H -0.0006 -4.8051 -3.9691
H -1.3962 -6.6558 -3.0897
H -2.7603 -6.3182 -1.0487
H -2.6927 -4.1234 0.1095
H -2.1826 -1.7965 0.0495
H -0.1316 -2.9992 1.0158
H 1.1393 -2.3020 2.5076
H 2.6833 0.0090 4.8940
H 3.5327 -1.9087 6.1937
H 2.9998 -3.9407 7.4817
H 0.8322 -5.0907 7.1490
H -0.8040 -4.1643 5.5441
H -0.2929 -2.1101 4.2876
O 3.6741 1.6997 -0.7950
S 2.4696 1.0365 -1.2421
O 2.2446 -0.3089 -0.7972
N 1.1475 1.9003 -0.9452
C 1.1378 3.2556 -1.1556
C 2.0672 3.9684 -1.9036
C 1.9687 5.3558 -2.0626
C 0.9499 6.0788 -1.5048
C -0.0272 5.4078 -0.7428
C -1.1234 6.0596 -0.1384
C -2.0314 5.3453 0.5905
C -1.8554 3.9579 0.7194
N -0.8513 3.3320 0.1664
C 0.0663 4.0052 -0.5577
C 2.6001 0.9455 -3.0258
C 3.8484 1.1169 -3.6058
C 3.9818 1.0035 -4.9812
C 2.8655 0.7238 -5.7606
C 1.6190 0.5648 -5.1702
C 1.4810 0.6742 -3.7946
H 2.8895 3.4425 -2.3620
H 2.7223 5.8629 -2.6544
H 0.8780 7.1512 -1.6440
H -1.2388 7.1303 -0.2683
H -2.8825 5.8237 1.0557
H -2.5558 3.3418 1.2677
H 4.6866 1.3490 -2.9615
H 4.9519 1.1359 -5.4448
H 2.9696 0.6328 -6.8356
H 0.7499 0.3578 -5.7810
H 0.5094 0.5722 -3.3203
S -5.9903 -1.2787 -4.7111
C -4.9115 -0.5378 -3.6952
S -5.0460 -0.5389 -1.9744
C -3.6924 0.5161 -1.6130
C -2.9618 0.9219 -2.6792
S -1.5586 1.9127 -2.6129
S -3.5151 0.3158 -4.2324
S -3.3862 0.9184 0.0381
Cl -1.0448 1.5246 5.2808
C -2.3673 1.1415 4.1439
C -1.8007 0.4659 2.8693
O -1.9850 -0.7452 2.7470
O -1.2066 1.2831 2.0951
H -2.8512 2.0810 3.8872
H -3.0562 0.4735 4.6506
*
```

HOMO-LUMO gap (eV): 5.64
HOMO level (eV): -1.64

These are the Löwdin partial charges, in e, on atoms 1 to 8: number 1, In, carries 0.583; number 2, O, carries 0.055; number 3, C, carries -0.267; number 4, C, carries -0.024; number 5, C, carries -0.118; number 6, C, carries -0.123; number 7, C, carries -0.046; number 8, C, carries -0.089